{
  "formula": "C24H31F4NO21PS",
  "method": "the ωB97M-V functional and the def2-TZVPD basis",
  "symbols": ["F", "C", "F", "C", "F", "F", "P", "N", "C", "S", "H", "H", "H", "C", "C", "O", "C", "O", "O", "H", "H", "H", "H", "C", "C", "O", "C", "O", "O", "H", "H", "H", "H", "C", "C", "O", "C", "O", "O", "H", "H", "H", "H", "C", "C", "O", "C", "O", "O", "H", "H", "H", "H", "C", "C", "O", "C", "O", "O", "H", "H", "H", "H", "C", "C", "O", "C", "O", "O", "H", "H", "H", "H", "C", "C", "O", "C", "O", "O", "H", "H", "H", "H"],
  "xyz": [[-4.190, 2.736, 0.180], [-2.752, 2.376, 0.163], [-2.086, 2.612, -1.144], [-2.445, 0.829, 0.610], [-3.688, -0.025, 0.526], [-1.417, 0.134, -0.203], [-1.879, 0.872, 2.438], [-0.424, 1.856, 2.751], [0.331, 2.050, 1.621], [1.199, 2.259, 0.137], [-2.222, 3.099, 0.950], [-1.753, -0.523, 2.862], [-2.970, 1.519, 3.180], [3.291, -1.744, 4.416], [3.493, -0.287, 4.157], [2.199, 0.164, 3.806], [1.310, -0.714, 4.356], [0.103, -0.539, 4.396], [1.947, -1.813, 4.856], [3.969, -2.129, 5.183], [3.397, -2.350, 3.510], [3.827, 0.254, 5.048], [4.201, -0.103, 3.344], [-4.015, 6.513, -1.173], [-4.581, 5.555, -0.175], [-4.308, 6.178, 1.065], [-4.174, 7.514, 0.817], [-4.102, 8.371, 1.682], [-4.131, 7.765, -0.524], [-4.571, 6.511, -2.114], [-2.958, 6.321, -1.384], [-5.664, 5.434, -0.280], [-4.107, 4.571, -0.228], [-3.698, -3.132, 0.686], [-5.075, -3.584, 1.050], [-4.879, -4.923, 1.462], [-3.576, -5.032, 1.854], [-3.107, -6.002, 2.425], [-2.867, -3.913, 1.524], [-3.546, -2.065, 0.875], [-3.449, -3.347, -0.358], [-5.495, -3.014, 1.886], [-5.766, -3.535, 0.204], [0.300, -5.406, 2.467], [0.784, -6.531, 1.611], [2.104, -6.143, 1.279], [2.519, -5.279, 2.251], [3.665, -4.880, 2.374], [1.486, -4.921, 3.068], [-0.412, -5.739, 3.228], [-0.155, -4.601, 1.882], [0.821, -7.483, 2.152], [0.179, -6.658, 0.709], [-0.315, -1.946, -3.658], [-0.495, -2.205, -2.197], [-1.724, -2.903, -2.140], [-1.910, -3.482, -3.363], [-2.782, -4.297, -3.614], [-0.992, -3.030, -4.266], [0.738, -1.933, -3.952], [-0.785, -1.011, -3.978], [0.294, -2.843, -1.785], [-0.546, -1.281, -1.614], [2.394, 0.768, -6.665], [2.967, -0.590, -6.911], [3.179, -1.095, -5.607], [2.325, -0.425, -4.778], [2.119, -0.724, -3.614], [1.731, 0.621, -5.424], [1.692, 1.071, -7.446], [3.168, 1.537, -6.564], [2.269, -1.249, -7.437], [3.907, -0.550, -7.469], [4.930, 4.854, -0.407], [5.983, 5.236, 0.582], [5.484, 4.724, 1.803], [4.627, 3.710, 1.487], [4.146, 2.936, 2.298], [4.378, 3.674, 0.145], [5.343, 4.660, -1.401], [4.141, 5.608, -0.490], [6.948, 4.764, 0.368], [6.123, 6.319, 0.643]],
  "atomic_forces_ev_per_a": [[4.4140, -2.2464, -0.3345], [0.4997, 1.4272, -1.0986], [-2.5817, -0.6918, 3.7164], [-1.2987, -2.1214, -2.0897], [3.7398, 2.8949, 0.3929], [-3.2014, 2.4535, 2.5960], [1.4715, 0.3460, 1.0239], [1.1877, -0.4652, -6.1920], [-0.3822, -0.4517, -0.7701], [-3.2996, -0.7370, 6.2668], [-1.2569, -1.3768, -1.9020], [0.0649, 1.2337, -0.2888], [1.0427, -0.6351, -0.7815], [1.0954, -0.8266, -0.1765], [1.3940, 0.4481, 0.0325], [-1.5521, -0.5721, 0.2386], [-0.5104, -0.2766, 0.2738], [1.4460, -0.2304, -0.3315], [-1.4369, 1.3330, -0.3356], [-0.3045, -0.0161, -0.0851], [-0.0304, -0.0255, 0.1381], [-0.0910, -0.0105, -0.1201], [-0.2885, 0.1217, 0.0964], [0.1668, -0.0737, -1.0565], [-0.2856, -0.9480, -0.2861], [0.2509, 0.6774, 0.0779], [0.1504, 2.3313, 1.9719], [-0.1434, -2.1616, -2.0878], [-0.0934, -0.0915, 0.9328], [0.1123, 0.1827, 0.1688], [-0.0518, 0.0106, 0.0144], [0.0825, 0.0060, -0.0066], [-0.2556, 0.7995, 0.0751], [0.2423, 0.8050, -0.8562], [-1.0141, 0.5163, -0.2114], [1.0973, -0.2373, 0.3164], [0.6374, -2.2573, 1.1835], [-0.9011, 2.2601, -1.3018], [-0.1529, -0.7117, 0.4954], [0.0952, -0.4789, 0.0466], [-0.0243, 0.0364, 0.1192], [0.0097, -0.0599, -0.0297], [0.0830, -0.1851, 0.1961], [-1.2425, 0.1511, 0.3154], [-0.7524, -0.9045, -0.3981], [0.6551, 0.8592, 0.6307], [2.0543, 0.5424, 0.1426], [-2.3935, -0.6571, -0.2249], [1.1273, -0.1012, -0.4234], [0.1859, 0.1805, -0.0932], [0.0079, -0.0842, 0.0381], [-0.0052, 0.1110, -0.0478], [0.2565, 0.0065, 0.0894], [0.7697, 0.4963, -0.6906], [0.7920, 0.4824, 0.7952], [-0.4442, -0.3505, -0.5505], [-1.7841, -1.8686, -1.0824], [1.9362, 1.9002, 0.7386], [-1.0024, -0.6284, 0.7645], [-0.8504, -0.4117, 0.1239], [-0.0004, -0.0250, 0.0425], [-0.0398, 0.0500, -0.0685], [-0.0760, -0.3285, -0.1407], [0.0166, 0.8944, -0.9127], [0.3353, -0.4036, -1.1791], [-0.7389, 0.4698, 1.1873], [0.1884, -0.2806, 1.5081], [0.8896, 1.0430, -2.1363], [0.1826, -0.9250, 0.9439], [0.0164, -0.0123, 0.2876], [-0.0744, -0.0823, 0.0173], [0.0704, 0.0643, 0.0726], [-0.1118, -0.1314, 0.2431], [-0.1031, 0.5627, -1.1213], [0.9616, 0.7547, -0.2269], [-0.9283, -0.9641, -0.0216], [-0.6047, -1.2247, 1.7462], [0.8564, 1.5327, -1.7826], [-0.0360, -0.3425, 0.9695], [-0.1685, -0.1211, 0.1841], [0.0700, -0.0573, 0.0303], [-0.1086, 0.0350, 0.0245], [-0.0340, -0.2270, 0.1738]],
  "mulliken_charge": [-0.300, 0.089, -0.241, 0.815, -0.325, -0.147, 0.092, -0.274, 0.297, 0.111, 0.208, 0.302, 0.277, -0.196, -0.322, -0.134, 0.529, -0.629, -0.273, 0.324, 0.135, 0.246, 0.293, -0.348, 0.280, -0.307, 0.650, -0.534, -0.307, 0.316, 0.275, 0.225, -0.239, 0.683, -0.370, -0.324, 0.569, -0.546, -0.162, -0.505, 0.104, 0.285, 0.347, 0.098, -0.383, -0.323, 0.599, -0.564, -0.294, 0.282, 0.006, 0.267, 0.317, -0.131, 0.091, -0.113, 0.532, -0.566, -0.377, 0.132, 0.248, 0.270, -0.031, -0.327, -0.344, -0.290, 0.696, -0.649, -0.259, 0.296, 0.278, 0.266, 0.302, -0.306, -0.354, -0.299, 0.563, -0.518, -0.217, 0.280, 0.283, 0.270, 0.302],
  "energy_ev": -100859.904,
  "homo_ev": -12.662,
  "charge": 1
}